No. 1
106
Properties=species:S:1:pos:R:3:forces:R:3:mulliken_charge:R:1 method="wB97M-V/def2-TZVPD" energy_ha=-4393.999352 de_lowest_kcal_mol=12.5 charge=+1 lumo_energy_ev=-3.157 orbital_gap_ev=5.50
Zr 1.3299 -0.1730 1.8216 0.521 0.565 -2.438 0.977
C -2.4687 0.8817 0.6484 0.390 -1.691 1.298 0.442
P -3.3052 2.2360 -0.3656 1.504 -0.720 0.531 -0.328
C -4.3349 1.0583 -1.2797 -0.212 0.138 -0.434 0.423
C -4.2394 0.9509 -2.6843 -0.143 0.701 0.716 -0.216
C -5.2178 0.3550 -3.4256 -0.603 -0.706 0.035 -0.590
C -6.2353 -0.3285 -2.7457 0.485 -0.630 -0.137 -0.428
C -6.2201 -0.4233 -1.3679 0.579 0.536 1.070 -0.916
C -5.2791 0.3198 -0.6009 -1.046 -0.895 -0.774 -0.052
C -4.4278 2.8662 0.9454 -0.087 0.258 -0.628 0.968
C -4.0849 2.9707 2.3009 -1.510 0.594 1.017 -0.015
C -5.0633 3.4844 3.2132 0.694 -0.040 -0.775 -0.154
C -6.2897 3.9445 2.7596 0.492 -0.618 0.201 -0.822
C -6.5344 3.9462 1.3969 -1.019 0.163 -0.769 -0.339
C -5.6471 3.4227 0.4765 0.310 -0.421 1.413 -0.823
C -1.4599 -0.0006 -0.0374 -0.063 -1.794 -0.642 -0.313
C -1.7629 -1.1003 -0.8983 -0.725 0.821 1.669 -0.172
C -0.6317 -1.3526 -1.6782 0.390 2.069 1.654 -2.061
C 0.3206 -0.4148 -1.2955 0.094 -0.491 0.731 0.645
C 1.5341 -0.0042 -2.0565 0.502 -0.590 0.826 -0.062
P 1.1658 0.5231 -3.8303 -0.193 -0.360 1.243 -0.488
C 2.8504 0.3560 -4.4919 0.713 0.769 -0.302 0.469
C 2.9342 0.5679 -5.8560 2.103 -0.521 -1.639 -0.333
C 4.1880 0.4547 -6.5724 -1.133 -0.079 0.419 -0.602
C 5.3366 0.0724 -5.8790 0.171 -0.188 -0.123 -0.389
C 5.2484 -0.0889 -4.4903 -0.113 0.260 -0.094 -0.532
C 4.0562 0.1671 -3.7968 0.154 -1.065 1.006 0.040
C 0.3804 -0.9901 -4.5521 1.630 -0.640 -0.471 0.190
C 1.2109 -2.0923 -4.9737 -0.295 1.073 0.678 0.072
C 0.6344 -3.1794 -5.5847 0.003 -0.300 0.258 -0.682
C -0.7114 -3.1210 -5.9421 -0.014 -0.457 -0.093 -0.446
C -1.4855 -2.0380 -5.6189 0.274 0.824 0.467 -0.658
C -0.9789 -1.0002 -4.8317 0.086 0.315 0.219 0.036
N -0.0766 0.2527 -0.1124 -0.524 0.650 -0.923 -0.729
H -1.9632 1.2614 1.5355 -0.121 0.548 0.101 -0.316
H -3.2413 0.1551 1.0436 0.424 1.023 -0.342 0.392
H -3.4097 1.3640 -3.2083 0.544 0.693 -0.117 0.449
H -5.1823 0.3784 -4.5159 0.015 -0.145 0.327 0.404
H -6.8981 -0.9726 -3.3015 -0.410 0.232 -0.117 0.360
H -6.9213 -1.0571 -0.8345 -0.072 0.054 -0.208 0.392
H -5.2713 0.2662 0.4977 -0.267 0.183 -0.593 0.358
H -3.1519 2.6572 2.7785 -0.147 -0.121 -0.744 -0.076
H -4.8703 3.5658 4.2833 0.190 -0.286 -0.247 0.326
H -7.0533 4.1520 3.4934 -0.112 0.500 -0.120 0.381
H -7.4841 4.3042 0.9801 0.266 -0.070 0.471 0.346
H -6.0157 3.3458 -0.5384 0.551 -0.022 -0.180 0.372
H -2.6658 -1.7308 -0.8388 0.293 0.809 -0.346 0.361
H -0.5026 -2.1121 -2.3565 0.175 -1.338 -1.707 1.394
H 1.9819 0.8540 -1.5254 -0.092 -0.102 -0.318 -0.173
H 2.2628 -0.8272 -1.9409 -0.024 0.316 -0.723 0.634
H 2.0325 0.7039 -6.4334 -0.119 0.234 -0.115 0.366
H 4.2260 0.5959 -7.6700 -0.170 -0.064 0.844 0.349
H 6.3157 -0.1529 -6.3846 -1.252 0.394 0.433 0.317
H 6.1415 -0.4572 -3.9876 -0.262 0.322 0.245 0.381
H 4.0405 0.0443 -2.6779 0.101 0.106 -1.313 0.185
H 2.3065 -2.1064 -4.7972 -0.921 0.202 0.043 0.278
H 1.2438 -4.0705 -5.7162 -0.221 0.109 -0.378 0.395
H -1.2150 -3.9278 -6.4492 0.246 -0.253 -0.258 0.407
H -2.4590 -1.9390 -6.0338 -0.882 -0.208 0.072 0.458
H -1.6353 -0.2211 -4.3840 0.540 -0.482 -0.746 0.169
C 5.1710 -2.4849 3.9297 -1.185 -1.264 -0.625 -1.505
C 4.0692 -1.7091 3.1462 1.823 -1.974 -4.175 0.720
S 2.8649 -0.6732 3.8524 -0.348 -0.063 0.069 -0.435
C 4.1738 -1.9256 1.7310 -1.323 1.607 3.410 0.150
C 4.9885 -2.9973 1.1463 0.123 -0.949 -0.560 -1.591
S 3.3024 -0.9672 0.4974 -0.150 -0.256 0.858 0.000
H 5.1958 -2.1883 4.9477 0.334 0.634 0.896 0.462
H 6.1343 -2.3751 3.4101 -0.280 0.260 0.592 0.322
H 5.0200 -3.6221 4.0040 -0.176 1.441 -0.393 0.258
H 4.3819 -3.9498 1.1476 0.769 0.718 -0.076 0.181
H 5.9232 -3.1466 1.6864 -0.092 -0.248 -0.140 0.409
H 5.2224 -2.7320 0.1101 0.023 -0.321 0.123 0.419
C 3.3285 3.3380 0.0190 0.803 1.035 -0.375 -0.673
S 2.6643 3.2279 1.6852 -0.309 -1.878 -0.188 0.386
C 4.2120 3.2567 2.5471 0.775 1.619 0.963 -0.958
O 2.2279 1.7199 1.8385 0.121 2.088 -0.405 -0.587
H 4.2647 3.9701 0.0877 -1.026 -0.757 -0.125 0.414
H 2.6428 3.8255 -0.6935 0.047 -0.356 0.518 0.346
H 3.5694 2.3255 -0.2979 0.091 -0.050 0.022 0.057
H 4.6525 4.3045 2.5842 -0.769 -1.093 -0.449 0.415
H 4.9614 2.5767 2.1727 -0.075 -0.370 -0.361 0.341
H 3.9984 3.0374 3.5860 -0.150 -0.326 0.177 0.335
N 1.3121 -3.4516 2.6453 0.707 1.578 -0.547 -0.184
C 1.3757 -4.6709 2.1466 -0.942 -2.462 -0.405 -0.427
C 0.7357 -4.6927 0.9043 -0.115 0.525 1.272 -0.911
C 0.3780 -3.3284 0.7066 1.080 -2.454 -0.195 -0.511
N 0.8252 -2.5693 1.6844 -0.339 0.436 1.497 0.872
H 1.8093 -3.0772 3.4582 -0.085 0.093 -0.511 0.115
H 1.6991 -5.5530 2.7274 0.014 0.912 -0.289 0.429
H 0.4198 -5.5919 0.3631 0.415 0.724 0.070 0.431
H -0.0857 -3.0472 -0.1944 -0.503 1.293 -0.521 0.288
C -1.8732 3.4247 5.7115 -0.102 0.642 -0.302 -0.831
C -0.5444 2.6815 5.5751 0.183 -1.476 1.590 -0.662
C -0.5663 1.3260 4.9033 0.397 0.566 -1.859 0.326
N -0.0662 1.0991 3.7219 -0.377 -0.498 0.126 -0.489
N -0.3406 -0.1848 3.2038 -1.558 0.161 3.092 0.476
C -1.0815 -0.9180 4.0662 0.920 0.570 -1.186 0.277
N -1.5080 -2.1491 3.7072 0.520 -0.297 0.436 -0.352
S -1.3595 -0.0442 5.5764 -0.560 -1.025 -0.765 -0.112
H -1.5394 4.4512 5.9706 -0.661 -0.554 0.461 0.362
H -2.5687 2.9810 6.4722 0.601 0.571 -0.838 0.346
H -2.3506 3.5891 4.7241 -0.006 -0.502 0.562 0.096
H -0.1988 2.4039 6.6196 0.004 0.873 -0.983 0.366
H 0.1554 3.3545 5.0878 0.328 -0.419 -0.067 0.207
H -0.9103 -2.7413 3.1069 -0.416 0.984 0.119 0.163
H -2.0328 -2.6988 4.3612 -0.214 0.094 0.314 0.238

=====

No. 2
11
Properties=species:S:1:pos:R:3:forces:R:3:mulliken_charge:R:1 method="wB97M-V/def2-TZVPD" energy_ha=-322.531354 de_lowest_kcal_mol=27.0 smiles="N=C1OCCO1" charge=0 lumo_energy_ev=0.783 orbital_gap_ev=10.81
N -1.3065 1.9539 0.6738 0.276 -0.076 -0.135 -0.664
C -0.5132 1.0294 0.3754 -0.178 0.125 -0.056 0.634
O 0.0580 0.1982 1.2788 -0.058 0.196 -0.036 -0.348
C 0.3420 -1.0085 0.5847 0.315 -0.264 -0.223 -0.309
C 0.5851 -0.5388 -0.8453 0.046 -0.270 0.031 -0.284
O -0.1244 0.6920 -0.8903 -0.210 0.032 -0.046 -0.368
H -1.5759 2.4233 -0.1893 -0.020 0.086 0.169 0.275
H -0.5325 -1.6616 0.6752 0.224 -0.079 -0.072 0.282
H 1.2445 -1.4800 0.9711 -0.245 0.011 0.354 0.267
H 1.6455 -0.3681 -1.0586 -0.153 0.063 0.058 0.264
H 0.1772 -1.2397 -1.5754 0.004 0.177 -0.043 0.249

=====

No. 3
96
Properties=species:S:1:pos:R:3:forces:R:3:mulliken_charge:R:1 method="wB97M-V/def2-TZVPD" energy_ha=-4046.646337 de_lowest_kcal_mol=19.5 charge=-1 lumo_energy_ev="1.848 / -0.061" orbital_gap_ev="5.68 / 4.82" s_squared=8.84 multiplicity=6
Rh -1.1932 -1.0969 -1.0464 -0.767 0.157 0.196 2.203
I -4.0622 -3.4134 -6.4920 0.013 -0.004 -0.007 0.104
C -2.6685 -2.0369 -5.8349 0.023 0.031 -0.012 -0.393
C -2.8984 -0.6745 -6.0632 -0.018 0.020 -0.043 -0.372
C -2.0005 0.2441 -5.6034 0.017 -0.071 -0.040 -0.350
I -2.3375 2.2647 -5.8294 -0.006 0.020 -0.004 0.132
C -0.7852 -0.1579 -4.9033 0.033 0.056 0.032 0.461
O 0.0749 0.6542 -4.5564 -0.014 -0.035 -0.017 -0.618
C -0.6233 -1.5917 -4.6569 -0.003 0.005 -0.045 0.375
C 0.5723 -2.0250 -3.8666 0.060 0.017 0.060 -1.590
N 0.2269 -2.3236 -2.4667 0.037 -0.060 -0.138 0.439
C 1.4370 -2.5743 -1.6709 -0.029 0.029 0.014 -1.602
C 1.1507 -2.6569 -0.1812 -0.009 -0.050 -0.090 0.643
C 2.2071 -2.8502 0.6633 0.062 -0.025 0.062 -0.557
C 2.2333 -2.7118 2.0696 -0.067 -0.062 -0.104 -0.531
C 1.1270 -2.5561 2.9227 -0.098 -0.115 -0.049 -0.252
C -0.1821 -2.7399 2.6008 -0.010 0.092 0.122 -0.947
N -0.1654 -2.4250 0.1676 0.252 -0.077 -0.037 0.914
C -1.5391 -2.4840 -5.1323 0.006 -0.024 0.007 0.080
H -3.8007 -0.3600 -6.5674 0.002 0.003 0.012 0.375
H 1.2917 -1.2073 -3.8563 0.007 -0.008 -0.021 0.502
H 1.0448 -2.8969 -4.3377 0.000 0.004 -0.007 0.482
H -0.3642 -3.1510 -2.4501 0.005 -0.004 0.049 0.124
H 2.1252 -1.7477 -1.8653 -0.008 -0.023 0.007 0.091
H 1.9418 -3.4912 -2.0041 0.008 -0.003 0.006 0.590
H 3.1678 -2.9954 0.1760 0.008 -0.006 0.018 0.328
H 3.2152 -2.6885 2.5270 -0.007 -0.008 0.007 0.330
H 1.3233 -2.3120 3.9610 0.031 0.000 0.007 0.448
H -0.9631 -2.7008 3.3461 0.006 0.009 0.006 0.475
H -1.4089 -3.5459 -4.9590 0.007 -0.002 -0.002 0.452
O -3.2413 1.7426 1.5785 -0.002 -0.008 0.038 -0.715
S -3.0107 1.0150 0.3543 -0.023 0.095 -0.246 1.353
O -2.6044 -0.3888 0.5833 0.207 -0.054 0.092 -0.786
O -2.1508 1.6607 -0.6210 -0.015 -0.020 0.091 -0.620
C -4.6320 0.8541 -0.4247 0.039 0.007 -0.017 -0.471
C -5.6572 1.5796 0.1643 0.010 0.031 0.039 -0.384
C -6.9488 1.5474 -0.3404 0.000 -0.022 -0.022 -0.565
C -7.2300 0.7750 -1.4519 0.020 0.006 0.010 -0.610
C -6.2155 0.0442 -2.0529 -0.036 0.015 0.003 -0.741
C -4.9191 0.0727 -1.5543 0.033 -0.001 0.001 -0.629
S -3.7508 -0.9479 -2.4617 0.143 -0.075 0.036 1.311
O -4.4492 -1.3461 -3.6602 -0.048 -0.007 0.051 -0.639
O -3.3473 -2.0679 -1.5970 -0.059 -0.125 0.072 -0.901
O -2.5422 -0.1365 -2.7080 0.051 0.023 -0.095 -0.550
H -5.4177 2.1687 1.0384 0.010 -0.001 -0.005 0.549
H -7.7278 2.1256 0.1405 -0.002 -0.004 0.001 0.377
H -8.2319 0.7340 -1.8599 -0.003 0.008 0.006 0.382
H -6.4194 -0.5572 -2.9261 0.021 -0.009 0.000 0.528
C -1.8387 -4.6142 -0.1868 0.021 -0.058 -0.068 -0.574
C -1.5030 -4.1435 1.2030 0.101 0.064 0.039 0.843
O -1.9477 -4.6931 2.1966 -0.026 0.005 -0.011 -0.698
N -0.6105 -3.1010 1.3175 -0.088 -0.169 -0.062 -0.522
Te 0.5102 0.8104 1.6484 -0.116 0.162 -0.090 0.758
C 0.9584 2.4731 2.8953 0.078 -0.053 0.050 0.196
C 1.5044 3.6547 2.3874 -0.019 -0.032 -0.023 0.874
C 1.7030 3.8663 0.9137 0.020 0.021 -0.034 -1.272
C 1.8347 4.6819 3.2702 0.007 0.022 0.000 -1.050
C 1.6092 4.5782 4.6327 0.009 -0.001 -0.005 0.670
C 1.9747 5.6956 5.5724 0.001 0.019 0.011 -1.588
C 1.0150 3.4165 5.1106 -0.010 0.003 -0.012 -1.004
C 0.6823 2.3635 4.2675 -0.031 0.003 -0.011 1.065
C 0.0053 1.1518 4.8518 -0.001 -0.007 0.020 -1.533
C 2.4235 0.5630 0.7724 0.045 0.059 0.080 0.583
C 3.5427 0.3068 1.5730 0.021 0.052 0.023 0.891
C 3.4701 0.2808 3.0750 0.016 0.054 0.013 -1.663
C 4.7775 0.0830 0.9660 -0.019 -0.026 -0.012 -0.944
C 4.9271 0.0911 -0.4108 0.005 -0.014 0.003 0.512
C 6.2626 -0.1660 -1.0550 0.018 -0.002 -0.003 -1.713
C 3.8051 0.3490 -1.1885 -0.008 -0.017 0.010 -0.506
C 2.5555 0.5916 -0.6256 0.012 0.000 0.001 0.954
C 1.4196 0.8999 -1.5636 -0.027 0.103 -0.054 -0.474
H -2.4435 -5.5114 -0.0817 0.003 0.004 -0.008 0.368
H -0.9212 -4.8560 -0.7305 -0.003 0.011 0.003 0.186
H -2.3923 -3.8694 -0.7535 -0.032 0.069 0.007 -0.099
H 0.7786 3.6331 0.3803 0.033 -0.030 -0.038 0.122
H 2.4890 3.2228 0.5130 -0.023 -0.013 -0.009 0.223
H 1.9717 4.9027 0.7069 0.008 0.002 0.007 0.450
H 2.2649 5.5945 2.8698 0.001 0.002 0.006 0.270
H 2.3742 6.5514 5.0282 0.000 -0.002 -0.002 0.346
H 2.7297 5.3739 6.2932 -0.002 -0.006 -0.003 0.316
H 1.1056 6.0335 6.1402 -0.002 -0.005 0.000 0.346
H 0.7959 3.3274 6.1703 0.006 0.001 0.001 0.354
H -0.1619 1.2876 5.9208 0.014 -0.001 -0.003 0.435
H 0.6006 0.2488 4.7020 0.005 -0.007 -0.017 0.149
H -0.9622 0.9732 4.3788 0.000 -0.004 -0.005 0.248
H 2.5508 -0.2009 3.4093 0.011 0.003 -0.005 -0.041
H 3.4722 1.2947 3.4848 -0.019 -0.010 -0.005 0.378
H 4.3221 -0.2584 3.4912 0.016 0.013 -0.003 0.496
H 5.6405 -0.1149 1.5941 0.003 -0.003 -0.001 0.315
H 7.0260 -0.3772 -0.3062 -0.001 0.002 0.001 0.375
H 6.5922 0.6966 -1.6378 -0.006 0.002 0.000 0.331
H 6.2137 -1.0183 -1.7355 -0.003 0.000 -0.002 0.326
H 3.9038 0.3742 -2.2700 0.000 0.004 -0.002 0.381
H 1.7832 1.0001 -2.5862 -0.037 0.036 0.004 0.450
H 0.8883 1.8097 -1.2891 -0.022 0.053 0.062 0.129
H 0.6462 0.1194 -1.6074 0.156 -0.029 0.105 -0.885

=====

No. 4
75
Properties=species:S:1:pos:R:3:forces:R:3:mulliken_charge:R:1 method="wB97M-V/def2-TZVPD" energy_ha=-2224.158060 de_lowest_kcal_mol=37.2 charge=0 lumo_energy_ev=-3.132 orbital_gap_ev=4.49
Hg -0.2050 -1.5631 2.3578 1.292 1.632 0.484 1.173
C -2.3837 -3.8232 -1.4308 -0.041 -0.538 0.071 -0.462
C -1.8028 -3.1502 -2.4171 -0.385 -0.761 -0.483 -0.196
C -2.4094 -2.0065 -3.1631 -0.203 0.333 -0.101 -0.879
C -3.3881 -1.0312 -2.4184 -0.889 -0.232 -0.404 -1.143
C -3.1269 -0.6901 -0.9632 0.044 0.843 0.425 -0.214
C -3.0917 -1.4941 0.1277 -0.299 0.547 -1.129 0.771
C -4.0228 -2.6607 0.1638 0.396 -1.021 -0.043 -1.102
C -3.8035 -3.7148 -0.9590 -0.206 0.058 0.414 -0.830
C 1.0721 0.1771 3.1193 0.163 1.300 1.169 -1.053
H -1.8352 -4.6050 -0.9025 -0.060 0.048 -0.458 0.296
H -0.9087 -3.5784 -2.9012 -0.092 0.477 0.709 0.865
H -2.9492 -2.4084 -4.0432 0.214 0.268 0.251 0.377
H -1.5795 -1.4105 -3.5730 -0.203 -0.078 0.063 0.306
H -3.3191 -0.0874 -3.0029 -0.306 -0.516 0.465 0.342
H -4.4220 -1.4103 -2.5560 0.385 0.197 0.031 0.470
H -3.1365 0.4046 -0.8164 1.152 -0.664 0.121 0.246
H -2.4684 -1.2747 1.0221 -1.125 0.652 -0.221 -0.125
H -5.0541 -2.2873 0.0631 0.343 -0.052 0.272 0.262
H -3.9365 -3.1522 1.1333 -0.123 -0.039 0.050 0.360
H -4.0435 -4.6959 -0.5137 -0.225 0.340 -0.454 0.431
H -4.5058 -3.5116 -1.7848 0.400 -0.197 0.249 0.334
H 2.1059 -0.0646 3.3999 -0.432 -0.956 -0.001 0.406
H 0.5735 0.6647 3.9726 0.163 -0.530 -0.211 0.428
H 1.1796 0.9605 2.3484 -0.338 -1.216 0.182 0.280
P -0.1851 1.7130 0.7298 -2.307 0.923 1.670 0.110
P 2.0011 0.1450 -0.6839 0.988 -1.576 0.139 0.033
N -1.9161 1.8366 1.6846 0.317 -0.575 -0.747 0.560
N -0.1152 3.3726 0.4617 0.229 1.422 -0.265 0.503
N 1.5477 -1.5943 -0.3190 -0.875 -0.946 1.909 0.376
N 3.3294 -0.3511 -1.6371 1.032 0.623 -0.672 0.538
C -0.5740 1.0846 -0.9180 -0.578 -0.378 -0.589 0.297
C 0.5963 0.5556 -1.7929 0.186 0.037 -0.465 -1.053
C -2.1377 1.3822 2.9932 -0.341 -0.443 -0.606 -0.472
C -3.4989 1.4321 3.2785 0.953 0.095 -0.259 -0.683
C -4.1512 2.0057 2.1461 1.015 -0.285 -0.440 -0.797
C -3.1602 2.2201 1.1801 -0.196 -0.302 0.989 -0.519
C 0.1495 4.2842 1.4994 0.193 0.341 -1.457 -0.569
C 0.1859 5.5532 0.9517 -0.153 -0.969 0.429 -0.559
C -0.1009 5.4412 -0.4424 -0.194 -1.191 -0.093 -0.664
C -0.2995 4.0952 -0.7203 0.468 1.040 0.837 -0.403
C 1.6861 -2.1566 1.0100 0.108 -1.505 -3.304 -1.062
C 1.1524 -3.5101 0.9150 -0.439 2.213 0.640 -1.152
C 0.6157 -3.6810 -0.3674 0.264 0.194 -0.307 -0.542
C 0.8989 -2.5180 -1.0881 0.741 -0.488 0.479 -0.003
C 3.4422 -1.1570 -2.7673 0.852 -0.032 -0.329 -0.142
C 4.7802 -1.2739 -3.1266 -1.049 0.640 0.831 -0.734
C 5.5244 -0.5005 -2.1755 -1.041 0.159 0.562 -0.559
C 4.6288 0.0543 -1.2788 0.181 -0.115 -0.474 -0.355
H -1.2132 1.8007 -1.4459 0.039 -0.402 -0.135 1.298
H -1.1971 0.2123 -0.6871 0.111 0.215 -0.035 -1.613
H 0.2826 -0.3037 -2.4076 -0.107 0.333 0.263 0.204
H 0.9522 1.3044 -2.5199 0.002 -0.019 0.449 0.452
H -1.3224 1.0185 3.6181 -0.408 0.272 -0.356 0.296
H -3.9333 1.0554 4.2028 0.036 0.382 -0.270 0.422
H -5.2167 2.2034 2.0681 0.357 0.019 -0.170 0.431
H -3.2667 2.6341 0.1900 0.122 0.064 -0.006 0.526
H 0.3256 3.9010 2.4861 0.051 0.136 0.206 0.419
H 0.4050 6.4560 1.5005 -0.062 -0.043 -0.051 0.429
H -0.1566 6.2497 -1.1580 0.015 -0.135 0.079 0.446
H -0.5024 3.5803 -1.6368 -0.011 0.150 -0.212 0.456
H 2.6028 -1.8717 1.5003 -0.292 0.449 0.782 0.555
H 0.9389 -4.0850 1.8098 0.661 -0.570 -0.287 0.581
H 0.0960 -4.5782 -0.7177 0.439 0.653 0.065 0.713
H 0.8509 -2.3919 -2.1538 -0.511 0.265 0.010 0.390
H 2.5621 -1.5632 -3.2238 -0.097 -0.112 -0.190 0.321
H 5.2009 -1.7941 -3.9764 -0.252 -0.062 0.129 0.427
H 6.5923 -0.3939 -2.1380 0.095 0.100 0.016 0.461
H 4.7415 0.7163 -0.4178 0.122 -0.294 -0.166 0.302
B 6.0362 2.4874 3.5804 0.389 0.413 0.637 -0.173
C 5.0558 1.9305 2.4960 -1.018 -0.619 -1.194 0.200
N 4.3431 1.5098 1.6679 0.539 0.329 0.890 -0.670
H 5.8275 3.6905 3.7426 -0.066 -0.311 -0.072 -0.113
H 7.1780 2.3328 3.1864 -0.061 -0.061 -0.057 -0.121
H 5.8783 1.8793 4.6384 -0.077 0.073 -0.254 -0.130